Here is 7 unconnected molecules or ions with the total composition C44H79F3I2N10O12 from the Open Molecules 2025 dataset. Energies are from ωB97M-V/def2-TZVPD.

- molar mass (Da) = 1251.0
- highest occupied orbital energy (eV) = -8.627
- frontier orbital gap (eV) = 7.924
- SMILES string = CCOCCOCc1c(CC(N)(N)N)c(CN)c2c(c1COC(F)(F)F)C(=O)C([C@H](I)[C@H](C)I)=C(CCCO)C2=O.CNC(C)=O.CNC(C)=O.CNC(C)=O.CNC(C)=O.CNC(C)=O.CNC(C)=O

Last column: Löwdin charge in e.
Geometry (Å):
C (5.63020, -1.07069, -1.12515)  -0.1004
C (4.50953, -0.29401, -1.90057)  -0.2609
O (5.00697, 0.74416, -2.76148)  -0.1449
C (5.75864, 1.64987, -1.94703)  -0.2007
C (5.73821, 3.11868, -2.52604)  -0.1600
O (4.46781, 3.74579, -2.36719)  -0.1280
C (4.39240, 4.59769, -1.22164)  -0.1338
C (3.44865, 3.92057, -0.16080)  -0.0290
C (4.09104, 3.27039, 0.98553)  -0.0806
C (5.64748, 3.29769, 1.16592)  -0.0591
C (6.15086, 4.68532, 1.81078)  -0.6107
N (7.26266, 5.28346, 1.05078)  0.0713
N (6.67957, 4.45611, 3.18437)  0.0614
N (5.04949, 5.66097, 1.98230)  0.0783
C (3.27377, 2.57757, 1.99201)  -0.0464
C (3.89858, 1.82543, 3.22888)  -0.2138
N (3.76843, 2.55785, 4.49718)  0.0151
C (1.82831, 2.56868, 1.80417)  0.0004
C (1.20015, 3.25770, 0.67152)  0.0105
C (1.99995, 3.94415, -0.32152)  -0.0261
C (1.30507, 4.66879, -1.49971)  -0.0747
O (1.90441, 4.40935, -2.79495)  0.0220
C (1.15664, 3.57730, -3.56968)  -0.6522
F (-0.02393, 4.09858, -3.98728)  0.1410
F (1.87961, 3.32716, -4.70698)  0.1365
F (1.02476, 2.37944, -2.93343)  0.0704
C (-0.34787, 3.16774, 0.62350)  -0.3030
O (-1.07811, 4.07196, 0.30030)  0.0517
C (-0.93620, 1.79550, 1.09282)  -0.1695
C (-2.15954, 1.23899, 0.31826)  -0.6521
I (-1.85398, 1.51320, -1.84164)  0.9988
C (-3.49380, 2.05386, 0.65195)  -0.8244
C (-3.51715, 2.57919, 2.15074)  -0.1588
I (-5.28310, 0.85613, 0.37863)  0.7916
C (-0.35391, 1.16450, 2.14718)  -0.0753
C (-0.93062, -0.19756, 2.65545)  -0.1132
C (-0.09721, -1.36448, 1.96484)  -0.1293
C (-0.89894, -2.16444, 0.87671)  -0.2399
O (-0.70349, -1.68253, -0.47320)  -0.1260
C (0.90150, 1.81493, 2.80729)  -0.2577
O (1.10142, 1.75712, 3.99025)  0.1187
H (6.41650, -1.50438, -1.80009)  0.0852
H (6.10643, -0.49464, -0.29668)  0.0639
H (5.14828, -1.96443, -0.63676)  0.0797
H (3.77148, 0.11000, -1.14798)  0.1212
H (3.93384, -1.05950, -2.48478)  0.1238
H (5.30208, 1.65546, -0.92894)  0.0981
H (6.83968, 1.33267, -1.95068)  0.1369
H (5.89027, 2.98909, -3.63505)  0.1388
H (6.60617, 3.72649, -2.16574)  0.1203
H (5.37548, 4.89411, -0.79465)  0.0911
H (3.87296, 5.55163, -1.51335)  0.1361
H (6.02245, 2.44013, 1.76247)  0.0993
H (6.15210, 3.24747, 0.16604)  0.0826
H (7.27796, 6.29399, 1.18985)  0.0815
H (7.23202, 5.05964, 0.05883)  0.0492
H (5.92081, 4.03865, 3.72711)  0.0406
H (7.47272, 3.81092, 3.13877)  0.0808
H (5.08442, 6.38301, 1.25651)  0.0793
H (5.23873, 6.16653, 2.85097)  0.0782
H (4.94009, 1.48418, 3.04468)  0.1046
H (3.28199, 0.88992, 3.34284)  0.1084
H (4.62271, 3.04652, 4.74869)  0.0441
H (2.95115, 3.16061, 4.52001)  0.0701
H (1.41214, 5.77222, -1.30962)  0.1554
H (0.21153, 4.47810, -1.57757)  0.1169
H (-2.29448, 0.14133, 0.43942)  0.0405
H (-3.50274, 2.89873, -0.08068)  0.0349
H (-2.84985, 3.46768, 2.26885)  0.0785
H (-3.16850, 1.72259, 2.78311)  0.0747
H (-4.58605, 2.83036, 2.36987)  0.0502
H (-2.02912, -0.29208, 2.45732)  0.1069
H (-0.82416, -0.19914, 3.77205)  0.1207
H (0.14426, -2.09099, 2.78364)  0.1186
H (0.80956, -0.93640, 1.47470)  0.1192
H (-0.51087, -3.21406, 0.87644)  0.1072
H (-1.99925, -2.12586, 1.07400)  0.1148
H (-0.34021, -0.78278, -0.47300)  0.0275
C (-1.18809, -8.04220, 0.36740)  -0.0765
N (-1.57370, -6.65247, 0.54587)  0.0175
C (-2.06571, -6.05512, 1.66110)  -0.5430
C (-2.24839, -6.90960, 2.88754)  -0.0339
O (-2.34430, -4.85948, 1.64518)  0.0022
H (-0.14137, -8.07456, 0.08202)  0.0609
H (-1.78861, -8.46664, -0.43817)  0.0717
H (-1.33442, -8.62765, 1.27266)  0.0774
H (-1.47688, -6.02318, -0.23724)  0.1365
H (-2.64704, -6.30041, 3.69662)  0.0835
H (-2.95056, -7.71305, 2.68213)  0.0681
H (-1.29092, -7.32145, 3.20355)  0.0807
C (-2.97671, 9.51876, 0.84363)  -0.0698
N (-1.54547, 9.32049, 0.97434)  0.0015
C (-0.87144, 8.14937, 1.13567)  -0.5506
C (-1.67739, 6.87727, 1.18965)  -0.0126
O (0.34832, 8.15193, 1.23101)  0.0174
H (-3.17274, 10.00821, -0.11191)  0.0699
H (-3.31010, 10.17141, 1.65294)  0.0854
H (-3.52806, 8.58444, 0.88650)  0.0775
H (-0.94354, 10.12946, 0.94673)  0.1366
H (-1.01028, 6.03262, 1.32004)  0.0551
H (-2.36923, 6.90667, 2.03430)  0.0892
H (-2.22822, 6.74240, 0.25714)  0.0905
C (0.59876, -7.90124, -5.43806)  -0.0788
N (0.29015, -8.46808, -4.14232)  0.0027
C (0.71356, -8.05016, -2.92905)  -0.5328
C (1.62051, -6.84637, -2.87576)  -0.0073
O (0.35910, -8.64439, -1.91330)  -0.0088
H (-0.33412, -7.60396, -5.91575)  0.0644
H (1.08145, -8.66832, -6.04760)  0.0842
H (1.25522, -7.03854, -5.36137)  0.0733
H (-0.31338, -9.27401, -4.10211)  0.1253
H (1.87521, -6.63121, -1.83989)  0.0807
H (2.54220, -7.04579, -3.42488)  0.0834
H (1.11465, -5.97539, -3.29634)  0.0861
C (-3.41975, -10.17608, 7.54591)  -0.0771
N (-3.28295, -9.56305, 6.23953)  0.0080
C (-2.41212, -9.88820, 5.24682)  -0.5268
C (-1.45259, -11.02303, 5.49807)  -0.0077
O (-2.42392, -9.26743, 4.19330)  0.0110
H (-4.43663, -10.56063, 7.64583)  0.0833
H (-3.25266, -9.41291, 8.30846)  0.0837
H (-2.71396, -10.98858, 7.69202)  0.0729
H (-3.89390, -8.79581, 6.00239)  0.1430
H (-0.82443, -11.16479, 4.62157)  0.0842
H (-0.81127, -10.79160, 6.35048)  0.0856
H (-2.00325, -11.94706, 5.68322)  0.0853
C (-5.72978, 11.03191, -4.79954)  -0.0784
N (-6.07332, 10.43460, -3.52422)  0.0020
C (-5.67272, 10.81841, -2.28174)  -0.5578
C (-4.75576, 12.01091, -2.17721)  -0.0178
O (-6.05439, 10.20417, -1.29751)  0.0243
H (-6.64927, 11.35128, -5.29407)  0.0829
H (-5.23865, 10.27737, -5.41709)  0.0834
H (-5.06923, 11.88661, -4.68594)  0.0724
H (-6.68412, 9.63159, -3.51862)  0.1405
H (-4.52344, 12.19640, -1.13080)  0.0779
H (-3.82319, 11.81632, -2.71046)  0.0849
H (-5.24336, 12.89750, -2.58638)  0.0847
C (-5.35848, -8.70842, -3.21948)  -0.0717
N (-3.99043, -8.46919, -3.63483)  0.0161
C (-3.43225, -8.69484, -4.85095)  -0.5221
C (-4.31128, -9.26555, -5.93397)  -0.0068
O (-2.25005, -8.43540, -5.03937)  0.0163
H (-5.79244, -7.76299, -2.88900)  0.0861
H (-5.35063, -9.40745, -2.38113)  0.0849
H (-5.96377, -9.11896, -4.02252)  0.0730
H (-3.34324, -8.08709, -2.96030)  0.1402
H (-3.72824, -9.38988, -6.84374)  0.0836
H (-4.69452, -10.24178, -5.63166)  0.0859
H (-5.13935, -8.58608, -6.14297)  0.0862

***

Here is a gas-phase ion, HO2S2 (charge -1) from the Open Molecules 2025 dataset. Energies are from ωB97M-V/def2-TZVPD.

- molar mass (Da) = 97.1
- highest occupied orbital energy (alpha / beta) (eV) = -4.496 / -4.497
- energy above the lowest of the compared OMol25 structures with the same formula, charge and spin (kJ/mol) = 309.38
- frontier orbital gap (alpha / beta) (eV) = 8.093 / 8.094
- SMILES string = O=[SH](=O)[S-]
- charge = -1

Last column: Löwdin charge in e.
Geometry (Å):
O (0.80621, 0.58943, 1.77897)  -0.5742
S (1.12650, 0.41930, 0.39284)  0.2543
O (1.21600, 2.18139, -0.57046)  -0.6570
S (2.30204, -1.04280, -0.38929)  -0.0354
H (-0.20565, -0.12489, 0.07378)  0.0123

***

Here is C18H24N2O2 in the gas phase from the Open Molecules 2025 dataset. Energies are from ωB97M-V/def2-TZVPD.

- molar mass (Da) = 300.4
- highest occupied orbital energy (eV) = -8.427
- energy above the lowest of the compared OMol25 structures with the same formula, charge and spin (kJ/mol) = 211.16
- frontier orbital gap (eV) = 9.193
- SMILES string = Cc1ccc(CC(=O)NC[C@H](c2ccco2)N(C)C)cc1C

Last column: Löwdin charge in e.
Geometry (Å):
C (3.92951, 0.54137, -1.36001)  -0.0489
C (2.68344, -0.28878, -1.32427)  -0.2551
C (2.34673, -1.00544, -0.18411)  -0.0402
C (1.21341, -1.79416, -0.13943)  -0.0276
C (0.38152, -1.88592, -1.24785)  -0.2438
C (-0.85821, -2.72865, -1.19630)  -0.0483
C (-1.95468, -2.10460, -0.33290)  -0.4992
O (-2.71322, -2.76583, 0.34500)  0.0497
N (-2.00609, -0.76150, -0.41819)  0.0859
C (-2.93583, 0.06900, 0.30321)  -0.0957
C (-2.26921, 1.00196, 1.35070)  -0.2341
C (-0.91936, 1.46354, 0.84560)  -0.2241
C (0.32418, 1.56216, 1.39490)  -0.0200
C (1.16156, 2.13378, 0.40354)  -0.0605
C (0.37093, 2.34025, -0.67794)  -0.1158
O (-0.88880, 1.93976, -0.42413)  0.0362
N (-2.30525, 0.41632, 2.67281)  -0.2253
C (-2.09364, 1.36569, 3.74310)  -0.0927
C (-1.56079, -0.81408, 2.84425)  -0.0667
C (0.70836, -1.15452, -2.38242)  -0.0053
C (1.84574, -0.36206, -2.43966)  -0.2386
C (2.17080, 0.39733, -3.68953)  -0.0422
H (4.44630, 0.50116, -0.40456)  0.0777
H (3.69447, 1.58087, -1.58675)  0.0759
H (4.60670, 0.18005, -2.13378)  0.0845
H (2.98814, -0.94834, 0.68383)  0.1128
H (0.97067, -2.34754, 0.75588)  0.1193
H (-0.64331, -3.71430, -0.77984)  0.1285
H (-1.27051, -2.86861, -2.19868)  0.1265
H (-1.32407, -0.28979, -0.99290)  0.1206
H (-3.64033, -0.58779, 0.81595)  0.1308
H (-3.47843, 0.68740, -0.41844)  0.1262
H (-2.90704, 1.89673, 1.40953)  0.1510
H (0.63362, 1.27429, 2.37797)  0.1018
H (2.20333, 2.35700, 0.50111)  0.1023
H (0.56437, 2.74720, -1.65006)  0.1199
H (-1.06310, 1.73747, 3.81932)  0.0753
H (-2.75503, 2.21967, 3.59999)  0.0868
H (-2.35596, 0.88491, 4.68510)  0.0841
H (-1.70404, -1.15765, 3.86751)  0.0891
H (-0.48406, -0.70887, 2.65925)  0.0764
H (-1.96009, -1.57548, 2.18027)  0.0652
H (0.06617, -1.21335, -3.25172)  0.1195
H (1.40152, 0.24964, -4.44336)  0.0773
H (2.25527, 1.46363, -3.48198)  0.0754
H (3.12434, 0.06610, -4.09999)  0.0851

***

Here is a gas-phase ion, C4H6N (charge +1) from the Open Molecules 2025 dataset. Energies are from ωB97M-V/def2-TZVPD.

- molar mass (Da) = 68.1
- highest occupied orbital energy (eV) = -14.486
- energy above the lowest of the compared OMol25 structures with the same formula, charge and spin (kJ/mol) = 513.92
- frontier orbital gap (eV) = 8.369
- charge = +1

Last column: Löwdin charge in e.
Geometry (Å):
C (-1.54725, 0.79697, -0.34881)  0.2581
C (-0.36125, 0.09557, -0.17133)  -0.4091
C (-1.57429, -0.60665, 0.20416)  -0.0189
C (0.98115, 0.00125, -0.77174)  -0.0223
N (0.99107, 0.62383, 0.53290)  0.1709
H (-1.91193, -0.45232, 1.30707)  0.1778
H (-1.59366, -1.51462, -0.31830)  0.1173
H (1.51614, -1.01546, -0.90211)  0.1772
H (1.04794, 0.56056, -1.70584)  0.1458
H (1.26927, 1.56796, 0.84157)  0.1934
H (1.18281, -0.05708, 1.33242)  0.2097

***

molar mass of number 4 (C4H6N)?
68.1 Da

***

molar mass of number 3 (C18H24N2O2)?
300.4 Da